# 1
{"formula": "C20H16F3N4O4V", "method": "ωB97M-V/def2-TZVPD", "homo_lumo_gap_ev": [5.5, 6.1], "total_charge": 3, "multiplicity": 2, "e_lumo_ev": [-13.0, -12.3], "energy_ev": -68961.242, "elements": ["V", "F", "F", "F", "O", "O", "O", "O", "N", "N", "N", "N", "C", "C", "C", "C", "C", "C", "C", "C", "C", "C", "C", "C", "C", "C", "C", "C", "C", "C", "C", "C", "H", "H", "H", "H", "H", "H", "H", "H", "H", "H", "H", "H", "H", "H", "H", "H"], "xyz": [[-0.391700, -0.353700, 0.088600], [-3.924400, 1.673500, -1.016300], [-2.574700, 0.061500, -1.617700], [-2.784000, 0.526700, 0.456600], [5.108300, -2.673600, -3.126900], [-1.361400, 3.069500, -1.338400], [-0.569000, 1.193000, -0.366200], [-0.232400, -5.614600, -4.065700], [-0.658900, -2.089500, -0.662900], [1.354300, -0.544800, -0.753600], [0.196200, 0.301400, 7.280500], [0.023100, -0.299400, 1.982400], [5.082700, -1.367100, -2.680200], [-1.004800, -0.568200, 4.121300], [0.328800, -2.538600, -1.479000], [-1.461200, 1.995500, -0.874900], [0.159900, -3.660600, -2.272300], [1.186000, 0.423200, 3.935100], [-2.786000, 1.122800, -0.786700], [2.321800, 0.375700, -0.772000], [2.716200, -1.965600, -2.112400], [-1.251400, -5.540400, -3.131100], [-2.034100, -3.926100, -1.336700], [0.158400, 0.172700, 6.147200], [-1.803600, -2.781900, -0.598000], [1.089600, 0.258200, 2.564700], [0.116500, 0.005200, 4.735400], [3.531700, 0.175300, -1.407000], [3.768800, -1.043700, -2.058000], [1.522700, -1.684300, -1.466800], [-1.005800, -0.701100, 2.745600], [-1.047300, -4.368900, -2.228100], [2.111800, 1.316400, -0.266500], [-1.872100, -1.136900, 2.244600], [5.887200, -1.164400, -1.947200], [-2.976300, -4.442800, -1.237500], [2.064200, 0.875300, 4.375200], [2.873500, -2.887800, -2.652000], [4.286900, 0.948500, -1.383500], [5.964700, -2.904500, -3.515500], [-2.245200, -5.460800, -3.606600], [-1.855000, -0.885000, 4.708800], [0.923800, -3.999200, -2.957100], [-0.371000, -6.334800, -4.698500], [1.900500, 0.589600, 1.922800], [-1.298000, -6.456900, -2.508400], [-2.578900, -2.398400, 0.064500], [5.273900, -0.649300, -3.504100]], "forces_ev_per_angstrom": [[1.115, -2.694, 1.696], [0.555, 0.086, 0.064], [-0.010, 0.235, -0.106], [0.083, -0.120, 0.353], [-0.287, -0.636, -0.108], [0.485, -0.640, 0.445], [2.264, 1.968, 0.027], [0.509, 0.211, -0.227], [0.007, -0.376, -0.414], [-0.158, -0.481, -0.161], [0.027, 0.118, 0.977], [-0.102, -0.078, -0.152], [0.902, 0.776, -0.158], [0.038, -0.021, -0.410], [0.508, -0.805, -0.766], [-4.238, 2.309, -1.809], [0.094, 0.529, 0.367], [-0.207, -0.121, -0.415], [-0.278, 0.092, -0.513], [1.000, 0.954, 0.096], [-0.436, 0.124, 0.288], [-0.707, -0.635, 0.061], [0.262, 0.430, 0.234], [-0.011, -0.116, -0.764], [-1.300, -0.831, -0.003], [1.141, 0.469, 0.604], [-0.027, -0.013, -0.337], [-0.342, -0.176, 0.123], [-0.155, -0.074, 0.079], [0.617, -0.616, -0.550], [-0.772, -0.272, 0.865], [0.083, 0.021, -0.084], [0.091, -0.136, -0.083], [0.093, 0.039, 0.080], [-0.300, 0.006, 0.005], [-0.112, -0.019, 0.017], [0.023, 0.010, -0.054], [-0.071, -0.087, -0.001], [-0.017, 0.080, 0.040], [-0.177, 0.138, 0.089], [0.121, 0.125, 0.172], [-0.028, -0.061, -0.037], [0.092, 0.051, 0.002], [-0.050, 0.132, 0.220], [-0.137, -0.100, 0.079], [-0.037, 0.284, 0.059], [0.078, -0.051, -0.111], [-0.228, -0.028, 0.219]], "lowdin_charge": [1.245, 0.303, 0.150, 0.111, -0.014, 0.327, -0.058, -0.016, -0.047, -0.019, 0.283, -0.069, -0.202, 0.079, -0.133, -0.372, 0.126, 0.082, -0.480, -0.056, 0.125, -0.193, 0.074, -0.115, -0.052, -0.036, -0.129, 0.074, -0.089, -0.134, -0.061, -0.081, 0.140, 0.130, 0.164, 0.152, 0.156, 0.142, 0.153, 0.136, 0.163, 0.156, 0.142, 0.137, 0.128, 0.170, 0.139, 0.169]}

# 2
{"formula": "C3H9NO2S", "method": "ωB97M-V/def2-TZVPD", "homo_lumo_gap_ev": 5.8, "total_charge": -2, "e_lumo_ev": 6.1, "energy_ev": -19675.417, "elements": ["S", "O", "O", "N", "C", "C", "C", "H", "H", "H", "H", "H", "H", "H", "H", "H"], "xyz": [[-0.267180, -1.634002, 2.468237], [2.590015, 0.895282, -2.290470], [0.426220, 1.436378, -1.334445], [-2.047003, 0.257938, 0.730911], [-0.855979, -0.180743, 0.017893], [-0.294207, -1.499819, 0.622782], [0.239179, 0.953531, -0.057213], [-0.730486, -2.404863, 0.181303], [-1.101644, -0.401141, -1.024067], [0.752421, -1.573155, 0.298203], [1.176863, 0.538633, 0.341556], [-0.180622, 1.731343, 0.617875], [-1.771995, 0.881684, 1.489821], [-2.401684, -0.476839, 1.345798], [2.873211, 0.215120, -1.688343], [1.592891, 1.260653, -1.719842]], "forces_ev_per_angstrom": [[-0.211, -0.077, -0.173], [0.094, 0.630, 0.046], [0.286, 0.378, 0.086], [-1.005, 0.573, 0.733], [0.828, -0.747, 0.431], [0.971, -0.075, 0.117], [-1.070, -0.315, -0.345], [-0.517, 0.195, 0.102], [-0.125, 0.157, -0.069], [-0.051, 0.118, -0.056], [-0.024, 0.134, 0.371], [0.550, 0.101, 0.110], [0.356, 0.263, -0.446], [0.179, -0.486, -0.536], [0.297, -0.490, 0.254], [-0.559, -0.360, -0.624]], "lowdin_charge": [-0.016, -0.340, -0.273, -0.042, -0.468, -0.725, -0.353, 0.017, 0.106, 0.018, 0.093, 0.082, 0.023, -0.002, -0.086, -0.034]}

Summary of ΔE to the lowest compared entry with this formula, charge and spin in kJ/mol
73.8 62.5
(order as listed above)